DFT (wB97M-V/def2-TZVPD) results for a molecular structure, C5H3O3Tl at a distorted geometry.

Structure (ORCA input):
```
! wB97M-V def2-TZVPD RIJCOSX def2/J DEFGRID3
* xyz 3 2
C -1.79 0.16 -0.69
C -2.45 0.87 0.16
O -3.05 1.65 0.79
C -0.91 -0.97 -1.00
C 0.27 -0.73 -0.11
O 1.22 -0.02 -0.45
C 2.22 1.67 2.20
O 2.98 1.26 1.45
Tl 3.10 0.18 -0.33
H -1.35 -1.96 -0.83
H -0.54 -0.87 -2.04
H 0.30 -1.23 0.87
*
```

Properties
* <S²>: 0.752
* orbital gap (spin up / spin down): 6.502 / 6.494 eV
* LUMO energy (spin up / spin down): -17.42 / -17.42 eV
* HOMO energy (spin up / spin down): -0.8790 / -0.8788 Eh
* DFT total energy: -588.90570 Ha

---

DFT (wB97M-V/def2-TZVPD) results for a molecular structure, C5H3O6V at a distorted geometry.

Structure (ORCA input):
```
! wB97M-V def2-TZVPD RIJCOSX def2/J DEFGRID3
* xyz 1 4
O 1.93 0.05 -1.08
C 1.30 -0.01 -0.10
V 0.46 -0.19 1.40
C 0.59 -2.00 1.74
O 0.69 -3.15 1.90
C -0.55 2.02 -1.99
O -0.21 2.09 -0.79
C -0.90 0.75 -2.53
O -1.19 -0.38 -2.33
C 1.64 0.56 2.61
O 2.41 1.02 3.36
H -0.63 2.78 -2.68
O -1.78 -0.86 0.37
H -2.08 -1.73 0.70
H -1.68 -0.97 -0.60
*
```

Properties
* <S²>: 3.785
* orbital gap (spin up / spin down): 7.219 / 6.781 eV
* LUMO energy (spin up / spin down): -5.46 / -6.16 eV
* HOMO energy (spin up / spin down): -0.4661 / -0.4755 Eh
* DFT total energy: -1587.34056 Ha

---

DFT (wB97M-V/def2-TZVPD) results for a single C5H3P molecule at a distorted geometry.

Structure (ORCA input):
```
! wB97M-V def2-TZVPD RIJCOSX def2/J DEFGRID3
* xyz 0 1
C 1.67 0.70 0.16
C -0.56 1.29 1.35
C -0.09 -0.35 -1.51
C 0.96 0.13 -0.74
C -0.13 -0.94 -0.31
P -1.13 -0.21 1.35
H -0.75 0.01 -2.40
H 0.07 -2.02 -0.19
H -0.03 1.39 2.31
*
```

Properties
* orbital gap (spin up / spin down): 7.254 / 7.258 eV
* LUMO energy (spin up / spin down): -1.25 / -1.25 eV
* HOMO energy (spin up / spin down): -0.3125 / -0.3128 Eh
* DFT total energy: -533.28604 Ha

---

DFT (wB97M-V/def2-TZVPD) results for a single C5H4 molecule.

Structure (ORCA input):
```
! wB97M-V def2-TZVPD RIJCOSX def2/J DEFGRID3
* xyz 0 1
C 1.20 0.20 -1.14
C 0.24 0.07 -0.08
C -0.68 0.03 0.83
C -1.79 -0.61 1.34
C -2.81 -1.02 1.95
H 2.24 0.09 -0.84
H 1.05 1.05 -1.81
H 0.95 -0.71 -1.73
H -0.40 0.90 1.47
*
```

Properties
* orbital gap (spin up / spin down): 6.931 / 6.932 eV
* LUMO energy (spin up / spin down): -1.74 / -1.74 eV
* HOMO energy (spin up / spin down): -0.3188 / -0.3188 Eh
* DFT total energy: -192.63852 Ha

---

DFT (wB97M-V/def2-TZVPD) results for a single C5H4 molecule at a distorted geometry.

Structure (ORCA input):
```
! wB97M-V def2-TZVPD RIJCOSX def2/J DEFGRID3
* xyz 0 1
C -2.52 -0.51 0.14
C -1.47 0.01 -0.15
C -0.22 0.56 -0.55
C 0.90 -0.03 -0.24
C 2.03 -0.25 0.36
H -3.45 -0.94 0.40
H -0.19 1.50 -1.10
H 2.80 -0.97 0.15
H 2.12 0.64 0.98
*
```

Properties
* orbital gap: 9.627 eV
* LUMO energy: 0.67 eV
* HOMO energy: -0.3292 Eh
* DFT total energy: -192.77040 Ha
* SMILES: C#CC=C=C

---

DFT (wB97M-V/def2-TZVPD) results for 14 unconnected molecules or ions with the total composition C5H40N2O13 at a distorted geometry.

Structure (ORCA input):
```
! wB97M-V def2-TZVPD RIJCOSX def2/J DEFGRID3
* xyz 1 2
N -2.70 -1.30 -0.19
C -1.96 -0.07 -0.50
C -2.84 1.12 -1.08
C -1.09 0.53 0.62
N 0.31 0.75 0.13
C 1.16 1.71 0.90
C 1.53 2.88 -0.05
H -3.68 -1.04 0.00
H -2.69 -2.09 -0.86
H -1.33 -0.24 -1.40
H -2.30 1.82 -1.71
H -3.30 1.80 -0.26
H -3.86 0.90 -1.54
H -1.50 1.56 0.83
H -1.06 -0.10 1.59
H 0.77 -0.23 0.24
H 2.07 1.23 1.23
H 0.55 2.27 1.77
H 0.70 3.12 -0.67
H 1.77 3.82 0.60
H 2.39 2.63 -0.62
H 2.24 1.77 3.38
H 0.72 1.89 3.74
O 1.42 1.21 3.73
H 1.97 -0.70 3.17
H 2.30 -2.16 2.76
O 2.22 -1.17 2.38
H 0.35 -0.08 -4.95
H 1.01 0.49 -3.72
O 0.13 0.23 -4.09
H -2.58 -1.53 -3.72
H -1.15 -0.86 -3.41
O -1.84 -1.45 -3.07
H 1.84 0.20 -1.61
H 2.23 -0.70 -2.60
O 2.59 0.16 -2.29
H -1.38 -3.07 -0.75
H -1.51 -3.60 -2.03
O -1.81 -3.82 -1.11
H -0.73 -2.80 2.42
H 0.75 -2.25 2.28
O 0.21 -2.98 2.11
H -1.06 3.11 3.43
H -0.08 4.00 2.63
O -0.15 3.40 3.42
H -2.33 3.93 -0.09
H -0.99 3.69 -0.50
O -1.46 4.20 0.16
H -2.85 -2.17 2.79
H -1.98 -1.47 1.78
O -2.00 -1.82 2.73
H 2.27 -4.22 0.06
H 1.94 -2.85 0.31
O 2.10 -3.45 -0.42
H 3.77 -0.13 0.33
H 4.36 0.46 -0.91
O 4.56 0.22 -0.04
H -0.05 -2.05 -2.71
H 1.14 -2.60 -1.90
O 0.90 -2.10 -2.71
*
```

Properties
* <S²>: 0.755
* orbital gap (spin up / spin down): 10.685 / 5.359 eV
* LUMO energy (spin up / spin down): -2.80 / -8.11 eV
* HOMO energy (spin up / spin down): -0.4956 / -0.4950 Eh
* DFT total energy: -1301.71174 Ha

---

DFT (wB97M-V/def2-TZVPD) results for a molecular structure, C5H4AgO2 at a distorted geometry.

Structure (ORCA input):
```
! wB97M-V def2-TZVPD RIJCOSX def2/J DEFGRID3
* xyz 1 1
O -0.83 -1.97 1.31
C -0.90 -0.57 1.18
H -0.01 -2.29 0.94
H -1.91 -0.21 1.41
H -0.66 -0.29 -0.10
C 0.07 0.13 2.06
C 1.29 0.44 2.18
H 2.31 0.36 2.55
C 0.49 0.82 0.53
C 0.36 2.01 0.05
O 0.32 3.16 -0.23
Ag 0.13 5.42 -0.39
*
```

Properties
* orbital gap (spin up / spin down): 5.281 / 5.282 eV
* LUMO energy (spin up / spin down): -5.92 / -5.92 eV
* HOMO energy (spin up / spin down): -0.4116 / -0.4117 Eh
* DFT total energy: -489.74660 Ha

---

DFT (wB97M-V/def2-TZVPD) results for a molecular structure, C5H4AsBrF14NaO at a distorted geometry.

Structure (ORCA input):
```
! wB97M-V def2-TZVPD RIJCOSX def2/J DEFGRID3
* xyz -1 1
Na 8.59 2.95 25.46
As 7.08 0.62 27.54
F 6.07 1.80 28.45
F 8.43 1.79 27.50
F 7.98 -0.63 26.66
F 5.68 -0.44 27.54
F 6.63 1.40 25.96
F 7.60 -0.03 29.07
Br 9.86 0.72 24.12
C 6.19 4.61 22.27
C 5.91 3.88 23.60
C 4.51 3.34 23.80
F 3.57 4.31 23.95
F 4.21 2.51 22.78
F 6.73 2.82 23.71
F 6.23 4.67 24.68
O 7.08 5.71 22.34
C 8.26 5.64 21.61
C 8.06 6.21 20.21
F 7.28 7.31 20.12
F 9.30 6.54 19.74
F 9.17 6.37 22.28
F 8.78 4.40 21.62
H 5.23 5.05 21.98
H 6.28 3.94 21.42
H 4.47 2.72 24.70
H 7.73 5.45 19.50
*
```

Properties
* orbital gap: 6.621 eV
* LUMO energy: 1.98 eV
* HOMO energy: -0.1705 Eh
* DFT total energy: -6638.68127 Ha